(1)
16
Properties=species:S:1:pos:R:3:forces:R:3 method="wB97M-V/def2-TZVPD" gap_ev="7.05 / 3.34" total_charge=+1 de_lowest_kj_mol=95.0 e_tot_ha=-991.5707 spin_multiplicity=2
C -3.034 -3.981 -1.170 -0.017 0.767 -0.541
S -1.907 -4.781 -0.039 -0.364 -0.093 0.143
S -2.786 -4.651 1.735 0.462 -0.210 0.381
H -4.064 -3.931 -0.825 0.092 -0.336 0.167
H -2.950 -4.564 -2.084 -0.108 -0.152 -0.098
H -2.715 -2.962 -1.417 0.220 -0.116 0.204
H -3.252 -3.395 1.664 -0.288 0.153 -0.257
C 1.835 2.782 -0.135 -1.191 0.162 0.081
O 0.754 3.678 0.191 0.551 0.195 0.203
C 3.142 3.140 0.519 0.134 -0.346 -0.152
H 1.473 1.803 0.195 0.280 -0.052 0.010
H 1.891 2.747 -1.226 0.363 -0.013 0.004
H 1.153 4.484 0.546 -0.240 -0.119 -0.140
H 3.058 3.249 1.597 -0.181 -0.097 0.140
H 3.836 2.323 0.318 0.236 0.117 0.047
H 3.565 4.060 0.130 0.050 0.141 -0.193

(2)
14
Properties=species:S:1:pos:R:3:forces:R:3 method="wB97M-V/def2-TZVPD" gap_ev=9.54 de_lowest_kj_mol=104.4 e_tot_ha=-518.4320
C 0.411 1.352 -0.767 -1.708 -1.208 0.131
S -0.405 0.338 -2.156 0.269 1.018 1.968
C -1.606 1.543 -2.768 -0.170 1.958 -1.148
H 1.204 0.715 -0.374 -0.183 0.150 0.082
H 0.813 2.254 -1.149 0.512 0.769 -0.597
H -0.342 1.636 0.025 0.769 -0.642 -0.807
H -1.131 1.822 -3.728 -0.585 0.394 0.383
H -1.883 2.544 -2.231 0.988 -2.077 -0.358
H -2.562 1.103 -3.055 0.108 -0.364 0.346
C 1.760 -3.307 6.608 -0.416 0.640 3.070
H 1.477 -2.397 7.232 -0.208 -0.792 -1.316
H 0.954 -4.091 6.827 1.899 0.601 0.208
H 1.717 -3.167 5.575 -0.010 0.775 -1.597
H 2.840 -3.357 6.937 -1.264 -1.224 -0.365